{
  "formula": "C26H63N2O15S2",
  "method": "the ωB97M-V functional and the def2-TZVPD basis",
  "total_charge": -1,
  "e_tot_ha": -3062.7417,
  "gap_ev": 8.080,
  "symbols": ["C", "C", "N", "C", "C", "S", "O", "O", "N", "S", "O", "O", "C", "C", "O", "H", "H", "H", "H", "H", "H", "H", "H", "H", "H", "H", "H", "H", "C", "O", "C", "C", "O", "C", "H", "H", "H", "H", "H", "H", "H", "H", "H", "H", "C", "O", "C", "C", "O", "C", "H", "H", "H", "H", "H", "H", "H", "H", "H", "H", "C", "O", "C", "C", "O", "C", "H", "H", "H", "H", "H", "H", "H", "H", "H", "H", "C", "O", "C", "C", "O", "C", "H", "H", "H", "H", "H", "H", "H", "H", "H", "H", "C", "O", "C", "C", "O", "C", "H", "H", "H", "H", "H", "H", "H", "H", "H", "H"],
  "xyz": [[-6.787365, 0.882061, 3.171726], [-6.442323, -0.136538, 2.080141], [-5.879236, 0.546566, 0.913305], [-4.987536, -0.299054, 0.109605], [-3.762919, 0.447210, -0.444563], [-3.936367, 0.786378, -2.175791], [-3.603869, -0.455400, -2.843440], [-5.300135, 1.252781, -2.367866], [-2.820403, 1.875823, -2.501369], [-3.206165, 3.405922, -2.337672], [-3.813214, 3.726965, -1.069080], [-2.065966, 4.203620, -2.741496], [-6.916428, 1.179166, 0.143223], [-7.824693, 0.315975, -0.700832], [-7.085062, 2.358458, 0.199758], [-5.987473, 1.623551, 3.198916], [-6.897293, 0.403326, 4.145569], [-7.700908, 1.418546, 2.905537], [-7.334863, -0.737428, 1.840904], [-5.687693, -0.822831, 2.467589], [-5.507437, -0.766461, -0.734604], [-4.619079, -1.102585, 0.749911], [-2.864127, -0.151977, -0.305183], [-3.641454, 1.384352, 0.103316], [-4.131776, 3.624095, -3.293052], [-7.776529, 0.713215, -1.715661], [-7.569310, -0.740931, -0.701103], [-8.846095, 0.464422, -0.341622], [1.150430, -1.550752, 4.127943], [1.826464, -1.255764, 2.923390], [1.500485, -2.139827, 1.859856], [0.512211, -1.525269, 0.895791], [-0.755001, -1.321918, 1.495263], [-0.996807, 0.025895, 1.865620], [1.325419, -0.721850, 4.812256], [0.074336, -1.659103, 3.969892], [1.541786, -2.470074, 4.580206], [1.105375, -3.082199, 2.252807], [2.429117, -2.362133, 1.323645], [0.369188, -2.211342, 0.054744], [0.906198, -0.584520, 0.499555], [-1.149937, 0.644040, 0.976841], [-0.176030, 0.439224, 2.457568], [-1.906881, 0.041758, 2.463970], [-6.924517, -4.066605, 7.798433], [-8.134335, -3.875111, 7.091526], [-8.341484, -2.532828, 6.678538], [-8.014053, -2.332831, 5.216833], [-6.630528, -2.506120, 4.959786], [-6.317916, -3.756007, 4.373755], [-6.776585, -5.139942, 7.906380], [-6.072534, -3.642083, 7.261719], [-6.980617, -3.616573, 8.796156], [-7.746175, -1.847317, 7.289637], [-9.398721, -2.300010, 6.839700], [-8.275060, -1.307889, 4.934884], [-8.608912, -3.013966, 4.600401], [-6.657613, -3.792446, 3.332968], [-6.765420, -4.584645, 4.928806], [-5.234363, -3.860813, 4.389422], [4.947021, -2.012916, -0.526832], [4.902979, -3.303951, 0.057590], [5.252988, -4.345627, -0.835602], [6.664864, -4.831849, -0.601197], [7.627192, -3.838462, -0.919467], [8.153078, -3.177024, 0.215915], [4.842541, -1.287059, 0.277610], [5.891936, -1.837633, -1.047109], [4.117368, -1.881887, -1.229335], [5.135188, -4.020562, -1.874002], [4.561786, -5.176281, -0.660493], [6.855654, -5.692437, -1.250985], [6.780330, -5.158973, 0.436712], [8.824276, -3.838573, 0.775485], [7.360408, -2.823388, 0.879025], [8.724371, -2.321287, -0.141698], [9.570385, -3.929589, -3.313222], [10.794368, -4.014043, -4.027729], [10.742312, -3.427354, -5.315212], [11.386572, -2.059439, -5.335504], [10.659860, -1.121813, -4.559852], [11.224806, -0.876678, -3.287014], [9.761441, -4.234971, -2.288891], [9.172608, -2.912778, -3.309799], [8.824766, -4.605038, -3.746448], [9.708110, -3.357276, -5.666727], [11.289539, -4.084272, -5.999684], [11.402461, -1.689262, -6.365679], [12.421182, -2.130318, -4.984536], [12.148426, -0.293520, -3.376367], [11.436572, -1.807202, -2.754221], [10.500593, -0.297749, -2.716281], [1.304601, 9.469295, -3.505069], [0.178619, 9.942110, -2.794839], [-0.897548, 10.329586, -3.633362], [-1.969670, 9.264793, -3.719671], [-1.507948, 8.105274, -4.376610], [-1.189895, 7.031367, -3.486060], [1.988738, 9.033668, -2.778672], [1.027414, 8.703731, -4.233514], [1.814050, 10.292594, -4.021452], [-0.533043, 10.566464, -4.638766], [-1.329983, 11.240719, -3.205421], [-2.806974, 9.665941, -4.303266], [-2.340930, 9.023302, -2.718543], [-2.090482, 6.594089, -3.061163], [-0.531858, 7.371683, -2.682181], [-0.682874, 6.264387, -4.064318]],
  "forces_ev_per_a": [[-0.01, 0.04, -0.44], [-0.01, 0.34, 0.43], [0.31, -0.48, -0.10], [0.19, -0.16, -0.19], [-0.29, 0.12, 0.77], [0.23, -0.24, -0.21], [0.05, 0.18, 0.04], [0.03, 0.15, -0.02], [-0.28, -0.15, -0.18], [0.55, 0.18, 0.02], [-0.05, 0.02, -0.01], [-0.16, -0.21, 0.07], [0.21, -0.16, -0.16], [-0.17, 0.15, -0.19], [-0.24, 0.54, 0.28], [-0.01, -0.07, 0.17], [-0.06, 0.02, -0.02], [-0.01, 0.00, 0.16], [0.05, -0.09, -0.07], [0.00, 0.02, -0.09], [0.00, -0.13, 0.11], [-0.12, 0.02, 0.01], [0.02, 0.01, -0.24], [-0.05, 0.07, -0.23], [-0.21, -0.05, 0.09], [0.06, -0.15, 0.02], [-0.06, 0.00, 0.01], [0.05, -0.10, 0.01], [0.00, 0.03, -0.02], [-0.04, -0.03, 0.03], [0.21, 0.09, -0.04], [-0.18, -0.11, -0.08], [0.05, 0.01, 0.15], [-0.04, 0.03, -0.06], [0.03, 0.00, 0.00], [0.00, -0.01, 0.01], [-0.04, -0.01, 0.00], [-0.03, 0.00, 0.01], [-0.02, -0.03, 0.00], [0.03, 0.02, -0.02], [0.02, 0.01, 0.01], [0.04, 0.08, 0.05], [0.03, -0.03, -0.01], [-0.03, -0.02, -0.04], [-0.01, -0.01, -0.01], [0.06, 0.01, -0.01], [-0.14, -0.11, 0.03], [0.11, 0.17, -0.07], [-0.04, -0.09, 0.06], [0.04, 0.05, -0.04], [-0.03, -0.01, 0.01], [0.00, 0.01, 0.01], [0.03, 0.02, -0.01], [0.02, 0.01, 0.00], [0.01, 0.02, 0.00], [-0.03, -0.02, -0.01], [-0.01, -0.02, 0.01], [-0.02, -0.03, 0.01], [-0.01, 0.00, 0.00], [0.00, 0.03, -0.01], [-0.07, -0.02, 0.01], [0.09, 0.05, 0.01], [-0.13, -0.01, 0.14], [0.10, -0.04, -0.17], [-0.07, 0.03, 0.10], [0.02, 0.02, -0.04], [-0.03, -0.02, 0.02], [0.00, 0.00, -0.01], [0.04, 0.04, -0.04], [0.02, 0.01, -0.01], [0.01, -0.01, -0.03], [-0.01, -0.01, 0.02], [-0.01, 0.01, 0.02], [-0.03, 0.00, 0.04], [0.00, 0.00, 0.01], [0.01, -0.02, -0.02], [0.08, -0.03, -0.04], [-0.04, 0.07, 0.02], [0.11, -0.14, 0.05], [-0.09, 0.13, -0.08], [0.02, -0.03, 0.04], [-0.03, 0.00, -0.01], [0.03, -0.04, 0.00], [-0.02, 0.00, 0.00], [-0.04, 0.04, 0.01], [-0.02, 0.02, 0.00], [-0.02, 0.02, -0.02], [0.01, -0.02, 0.00], [0.01, -0.01, 0.02], [0.02, -0.03, 0.02], [0.01, 0.00, 0.00], [-0.01, 0.02, -0.02], [-0.01, -0.04, 0.01], [0.02, 0.02, -0.03], [-0.01, 0.07, 0.15], [-0.07, -0.08, -0.17], [0.16, -0.02, 0.07], [-0.01, 0.16, -0.08], [0.00, 0.02, 0.02], [0.01, 0.00, -0.01], [-0.01, -0.02, -0.03], [0.01, -0.01, -0.02], [-0.02, -0.01, -0.02], [-0.01, 0.02, 0.05], [0.02, 0.01, 0.02], [-0.02, -0.02, 0.05], [0.00, -0.01, 0.00], [-0.05, -0.02, -0.04]],
  "lowdin_charge": [-0.074, -0.240, -0.092, -0.195, -0.227, 0.481, -0.346, -0.345, -0.371, 0.497, -0.374, -0.398, -0.494, -0.009, 0.127, 0.082, 0.049, 0.071, 0.114, 0.106, 0.104, 0.114, 0.080, 0.097, 0.060, 0.085, 0.072, 0.083, -0.119, -0.189, -0.199, -0.203, -0.193, -0.106, 0.087, 0.083, 0.085, 0.125, 0.112, 0.128, 0.131, 0.085, 0.085, 0.092, -0.115, -0.191, -0.204, -0.208, -0.199, -0.109, 0.087, 0.084, 0.087, 0.127, 0.125, 0.115, 0.129, 0.089, 0.083, 0.090, -0.107, -0.198, -0.206, -0.199, -0.216, -0.104, 0.091, 0.083, 0.092, 0.128, 0.126, 0.126, 0.127, 0.089, 0.086, 0.087, -0.111, -0.189, -0.212, -0.209, -0.188, -0.113, 0.079, 0.086, 0.092, 0.127, 0.123, 0.124, 0.125, 0.087, 0.083, 0.088, -0.119, -0.190, -0.213, -0.222, -0.193, -0.097, 0.087, 0.084, 0.084, 0.122, 0.120, 0.122, 0.128, 0.071, 0.086, 0.087]
}